# 1
The following is a DFT calculation (ωB97M-V/def2-TZVPD) of a molecular structure, C32H37F3IrN2O2SbSe2Si.

The calculation puts the energy above the lowest of the compared OMol25 structures with the same formula, charge and spin at 28.7 kcal per mole.

The geometry in ORCA input format:
```
! wB97M-V def2-TZVPD RIJCOSX def2/J DEFGRID3
* xyz 0 1
Ir -1.7349 -2.1528 1.3979
O 1.6103 -2.7619 3.9816
C 2.4601 -3.5186 3.1435
C 2.0655 -3.3727 1.6713
C 3.3475 -3.7693 0.8931
O 3.1995 -3.7949 -0.5146
C 1.7596 -1.9286 1.2681
Se 0.1819 -0.9284 1.8800
C 0.9786 -4.3712 1.2591
Se -0.8043 -4.1932 2.0451
H 1.7261 -3.0563 4.8889
H 2.4291 -4.5832 3.4074
H 3.5001 -3.1803 3.2611
H 3.7028 -4.7390 1.2653
H 4.1268 -3.0321 1.0955
H 2.7687 -4.6152 -0.7714
H 1.7477 -1.8704 0.1801
H 2.5721 -1.2830 1.6163
H 1.3108 -5.3802 1.5178
H 0.8434 -4.3339 0.1796
C -3.0319 1.0693 2.9632
C -3.4795 0.6957 1.5886
C -4.4260 1.4140 0.8707
C -4.8499 0.9301 -0.3628
C -4.3440 -0.2431 -0.8906
C -3.3686 -0.9005 -0.1388
N -2.9527 -0.4018 1.0470
N -2.7045 -2.0809 -0.3230
Si -2.2300 -2.9951 -1.7485
C -2.6259 -4.7879 -1.4407
C -3.1747 -2.3619 -3.2397
C -0.4069 -2.7111 -2.0139
H -3.4963 1.9988 3.2865
H -1.9479 1.1787 3.0005
H -3.3032 0.2748 3.6604
H -4.8385 2.3223 1.2859
H -5.6024 1.4779 -0.9169
H -4.6998 -0.6523 -1.8205
H -3.7046 -4.9304 -1.3520
H -2.1640 -5.1262 -0.5104
H -2.2653 -5.4209 -2.2546
H -4.2271 -2.6492 -3.2179
H -2.7372 -2.7934 -4.1432
H -3.1088 -1.2773 -3.3368
H 0.2113 -3.2966 -1.3325
H -0.1827 -1.6573 -1.8292
H -0.1072 -2.9505 -3.0368
F 6.3542 1.9814 1.5100
C 5.0179 2.0955 1.3727
C 4.1989 1.4290 2.2601
C 2.8238 1.5544 2.1076
C 2.2775 2.3248 1.0836
C 3.1427 2.9924 0.2184
C 4.5191 2.8826 0.3527
Sb 0.1507 2.4605 0.9018
C 0.1179 4.4664 0.1172
C 0.2740 4.7730 -1.2336
C 0.2548 6.0870 -1.6824
C 0.0756 7.0941 -0.7558
F 0.0549 8.3741 -1.1816
C -0.0897 6.8384 0.5900
C -0.0712 5.5165 1.0137
C -0.0095 1.5496 -1.0244
C 1.0769 1.0021 -1.7016
C 0.9288 0.4510 -2.9685
C -0.3272 0.4467 -3.5394
F -0.4854 -0.0981 -4.7647
C -1.4330 0.9646 -2.8958
C -1.2618 1.5141 -1.6322
H 4.6344 0.8352 3.0526
H 2.1750 1.0411 2.8093
H 2.7455 3.6160 -0.5740
H 5.2008 3.3957 -0.3120
H 0.4073 3.9781 -1.9588
H 0.3744 6.3352 -2.7285
H -0.2325 7.6594 1.2795
H -0.2064 5.3120 2.0707
H 2.0573 0.9966 -1.2416
H 1.7635 0.0162 -3.5018
H -2.4007 0.9386 -3.3798
H -2.1314 1.9161 -1.1232
*
```

# 2
The following is a DFT calculation (ωB97M-V/def2-TZVPD) of a molecular structure, C32H37F5Ge2O3Pd in a non-equilibrium geometry.

The calculation puts the energy above the lowest of the compared OMol25 structures with the same formula, charge and spin at 0.0 kcal per mole.

The geometry in ORCA input format:
```
! wB97M-V def2-TZVPD RIJCOSX def2/J DEFGRID3
* xyz -2 1
Pd -0.2164 -0.1900 0.9018
O 2.0368 0.2319 0.0050
C 2.6970 1.4821 -0.1610
C 1.6353 2.6424 -0.6005
O 2.1012 3.7751 -0.7741
O 0.4893 2.2015 -0.7908
C 3.4515 1.8091 1.1186
C 3.8005 3.1048 1.4900
C 4.5361 3.3304 2.6460
C 4.9327 2.2706 3.4475
C 4.5756 0.9777 3.0924
C 3.8428 0.7509 1.9386
C 3.6452 1.3817 -1.3419
C 4.5315 2.4129 -1.6588
C 5.3334 2.3331 -2.7858
C 5.2932 1.2145 -3.6081
C 4.4320 0.1762 -3.2873
C 3.6107 0.2633 -2.1722
H 1.0644 0.3985 -0.2388
H 3.4461 3.9302 0.8874
H 4.8007 4.3427 2.9312
H 5.5082 2.4498 4.3495
H 4.8665 0.1377 3.7130
H 3.5434 -0.2531 1.6721
H 4.5678 3.2912 -1.0327
H 5.9945 3.1588 -3.0265
H 5.9198 1.1593 -4.4914
H 4.3966 -0.7103 -3.9113
H 2.9258 -0.5399 -1.9377
C -4.2596 0.3787 -1.5538
C -2.8335 0.4712 -1.0063
Ge -2.5027 -0.3137 0.8187
C -3.8197 0.5691 2.0421
C -5.2214 -0.0423 1.9908
C -2.9536 -2.2248 0.6202
C -2.1155 -3.0637 -0.0118
Ge -0.2833 -2.2157 -0.3530
C 0.7872 -2.9190 1.2707
C 1.0348 -4.3976 1.5862
C 0.7213 -2.9608 -1.9690
C 0.9611 -4.4407 -2.2658
C -2.5076 -4.4729 -0.2328
C -3.8481 -4.8766 -0.3179
C -4.1950 -6.2142 -0.4216
C -3.2141 -7.1965 -0.4678
C -1.8802 -6.8152 -0.4343
C -1.5394 -5.4760 -0.3308
H -4.3224 0.7772 -2.5731
H -4.9581 0.9472 -0.9326
H -4.5952 -0.6623 -1.5786
H -2.4972 1.5104 -0.9650
H -2.1430 -0.0446 -1.6730
H -3.8465 1.6231 1.7556
H -3.4373 0.5346 3.0636
H -5.6290 -0.0203 0.9776
H -5.9148 0.4980 2.6447
H -5.1956 -1.0863 2.3106
H -3.8838 -2.6042 1.0538
H 0.2852 -2.4825 2.1374
H 1.7549 -2.4104 1.1876
H 0.0960 -4.9231 1.7696
H 1.6480 -4.5051 2.4895
H 1.5607 -4.9086 0.7729
H 1.6909 -2.4592 -1.8761
H 0.2301 -2.5018 -2.8340
H 1.4841 -4.9336 -1.4428
H 1.5835 -4.5554 -3.1614
H 0.0254 -4.9712 -2.4466
H -4.6278 -4.1253 -0.3019
H -5.2417 -6.4967 -0.4622
H -3.4889 -8.2428 -0.5385
H -1.0999 -7.5668 -0.4824
H -0.5035 -5.1789 -0.3048
F -0.9232 -0.0275 3.6539
C -0.1237 0.6465 2.7057
F 1.1798 0.3236 3.1144
C -0.2989 2.1082 3.0630
F -0.1343 2.3619 4.3991
F 0.5732 2.8916 2.4274
F -1.5423 2.5276 2.7636
*
```

# 3
The following is a DFT calculation (ωB97M-V/def2-TZVPD) of a gas-phase ion, C32H37N2 (charge +1) in a non-equilibrium geometry.

The calculation puts the energy above the lowest of the compared OMol25 structures with the same formula, charge and spin at 0.0 kcal per mole. The SMILES is Cc1ccc([C@H](c2c(C(C)(C)C)[nH]c3ccccc23)[C@@H](C=[N+]2CCCC2)c2ccccc2)cc1.

The geometry in ORCA input format:
```
! wB97M-V def2-TZVPD RIJCOSX def2/J DEFGRID3
* xyz 1 1
C -5.2294 -0.9591 -0.3380
C -4.3180 -1.8892 -0.8419
C -2.9672 -1.8343 -0.4689
C -2.5038 -0.7961 0.3590
C -0.9805 -0.4881 0.5341
C -0.6412 -0.2338 1.9726
N 0.2029 -0.9398 2.6865
C 0.5674 -0.5559 4.0569
C 1.6172 -1.5627 4.5273
C 1.7392 -2.6307 3.4296
C 0.8276 -2.2075 2.2664
C -3.4231 0.0697 0.9355
C -4.7798 0.0106 0.5553
H -6.2339 -0.8719 -0.7695
H -4.6422 -2.5776 -1.6245
H -2.2789 -2.5997 -0.8387
H -0.4616 -1.4375 0.1432
H -1.2230 0.5047 2.5633
H 0.9572 0.4667 4.0429
H -0.2897 -0.5464 4.7466
H 2.5688 -1.0463 4.7016
H 1.3398 -1.9997 5.4926
H 2.7735 -2.7213 3.0801
H 1.4473 -3.6177 3.8063
H 0.0998 -3.0110 2.0527
H 1.4213 -2.0294 1.3585
H -3.0976 0.8196 1.6670
H -5.4446 0.8220 0.8690
C 0.7793 4.2172 -0.4715
C 0.9699 3.4005 0.8122
C 1.9602 4.1550 1.7096
C -0.3661 3.2622 1.5344
C 1.4956 2.0039 0.4671
N 2.7835 1.6460 0.7387
C 3.0769 0.3829 0.2357
C 1.9137 -0.0764 -0.4156
C 1.9250 -1.3498 -0.9954
C 3.0581 -2.1555 -0.8298
C 4.1672 -1.7005 -0.0882
C 4.1914 -0.4122 0.4584
C 0.9264 0.9407 -0.2384
C -0.4856 0.6032 -0.5414
C -0.7624 0.4218 -2.0405
C 0.2334 0.1751 -3.0040
C -0.0611 -0.5545 -4.1640
C -1.3851 -0.9125 -4.4368
C -1.6912 -1.8518 -5.5752
C -2.4060 -0.3849 -3.6317
C -2.1009 0.3431 -2.4904
H 0.0427 3.7352 -1.1291
H 0.3992 5.2273 -0.2498
H 1.7334 4.3311 -1.0022
H 2.1543 3.6187 2.6442
H 2.9236 4.3272 1.2166
H 1.5517 5.1441 1.9645
H -0.2888 2.5536 2.3709
H -0.6520 4.2459 1.9337
H -1.1586 2.9388 0.8440
H 3.4445 2.1876 1.2921
H 1.0459 -1.6822 -1.5513
H 3.0635 -3.1516 -1.2959
H 5.0372 -2.3588 -0.0051
H 5.0466 -0.0099 0.9960
H -1.2026 1.3615 -0.1337
H 1.2755 0.4537 -2.8743
H 0.7518 -0.9431 -4.8085
H -2.7403 -2.1743 -5.5297
H -1.5339 -1.3176 -6.5271
H -1.0768 -2.7727 -5.5898
H -3.4397 -0.6436 -3.8833
H -2.9283 0.7778 -1.9184
*
```

# 4
The following is a DFT calculation (ωB97M-V/def2-TZVPD) of a molecular structure, C32H37N4O2PtS in a non-equilibrium geometry.

The calculation puts the energy above the lowest of the compared OMol25 structures with the same formula, charge and spin at 12.4 kcal per mole.

The geometry in ORCA input format:
```
! wB97M-V def2-TZVPD RIJCOSX def2/J DEFGRID3
* xyz -1 3
Pt 0.2899 0.0441 -0.2100
C -3.7042 -2.6087 -1.8407
C -2.2458 -2.7091 -1.5507
C -1.5845 -3.7419 -2.5922
C -1.9166 -3.1476 -0.1703
C -2.8313 -3.8474 0.6027
C -2.4636 -4.1674 1.8843
C -1.1778 -4.0914 2.3652
C -0.2006 -3.4956 1.5589
C 1.2782 -3.4551 2.0862
C 1.9284 -4.8699 2.0032
C 1.5945 -2.7698 3.4065
C -0.5935 -2.8978 0.3353
N 0.2949 -2.0359 -0.3703
C 1.3606 -2.5113 -1.0548
O 1.5870 -3.7168 -1.3329
C 2.2313 -1.4213 -1.6933
C 3.4250 -1.5571 -2.4282
C 4.0153 -0.3776 -2.9667
C 3.5633 0.8607 -2.5621
C 2.3894 0.9782 -1.8040
N 1.7898 -0.1617 -1.4547
C 1.8157 2.2001 -1.3304
O 2.2910 3.3130 -1.5839
N 0.7302 1.9992 -0.5463
C 0.0398 3.1296 -0.0026
C 0.6446 3.7397 1.1055
C -0.0409 4.7231 1.7840
C -1.2113 5.2761 1.2102
C -1.6829 4.7632 0.0309
C -1.1439 3.6450 -0.5816
C -1.8010 3.0793 -1.8789
C -3.3542 3.2959 -2.0457
C -1.1280 3.7305 -3.1049
C 1.9572 3.2595 1.6870
C 2.5318 4.2256 2.7827
C 1.8575 1.9365 2.5189
H -3.7750 -2.2893 -2.8863
H -4.3022 -1.9602 -1.1331
H -4.1673 -3.6406 -1.8912
H -1.7796 -1.6720 -1.6835
H -2.1521 -4.6461 -2.6239
H -0.5910 -3.8887 -2.2967
H -1.5508 -3.2055 -3.5385
H -3.7636 -4.0638 0.1758
H -3.1952 -4.6332 2.5373
H -0.8839 -4.3243 3.3758
H 1.7981 -2.8818 1.3230
H 1.4148 -5.5923 2.6899
H 3.0106 -4.7876 2.2471
H 1.9114 -5.2819 1.0031
H 1.1141 -3.2724 4.3070
H 1.2163 -1.7626 3.3824
H 2.7108 -2.7662 3.5314
H 3.8982 -2.5470 -2.5283
H 4.9048 -0.4711 -3.6147
H 3.9911 1.8410 -2.7791
H 0.2629 5.0931 2.7312
H -1.5808 6.2003 1.6855
H -2.5605 5.2436 -0.3869
H -1.6159 1.9759 -1.9079
H -3.8436 2.2925 -2.0791
H -3.5925 3.7874 -3.0464
H -3.7113 3.9645 -1.2776
H -1.4009 4.8141 -3.1511
H -1.5849 3.2566 -4.0583
H -0.0484 3.4744 -3.1050
H 2.6439 3.2318 0.8536
H 2.6670 5.3083 2.5267
H 3.5553 3.8327 3.1242
H 1.8710 4.1442 3.6736
H 1.2476 2.1452 3.3613
H 2.8841 1.7399 2.8915
H 1.4563 1.0159 1.9750
S -3.6488 -0.4493 1.9559
C -2.2060 -0.0388 1.4320
N -1.1392 0.1974 0.9481
*
```

# 5
The following is a DFT calculation (ωB97M-V/def2-TZVPD) of a molecular structure, C32H37N6OPbS in a non-equilibrium geometry.

The calculation puts the energy above the lowest of the compared OMol25 structures with the same formula, charge and spin at 0.0 kcal per mole.

The geometry in ORCA input format:
```
! wB97M-V def2-TZVPD RIJCOSX def2/J DEFGRID3
* xyz 1 1
Pb -2.1025 2.9806 0.2944
C -3.6579 -2.4916 -4.6103
C -2.3373 -2.4907 -3.8499
C -1.2112 -2.3181 -4.9361
C -2.0566 -3.7121 -3.0184
C -2.3464 -1.3195 -2.8485
C -3.3495 -1.1806 -1.9202
C -3.2295 -0.2425 -0.9214
N -2.1433 0.4781 -0.6816
C -1.1354 0.4158 -1.5696
C -1.2380 -0.5259 -2.6505
C 0.0957 1.2689 -1.2885
C 1.2387 1.1036 -2.0547
C 2.4115 1.8572 -1.8341
C 2.3432 2.7129 -0.7071
C 1.2061 2.7309 0.0905
N 0.0874 2.0292 -0.1662
C 3.6965 1.8980 -2.6862
C 4.9703 2.1433 -1.8202
C 3.9278 0.5415 -3.3288
C 3.4056 2.9505 -3.7726
H -3.7728 -3.4155 -5.2130
H -3.7502 -1.6216 -5.3149
H -4.5185 -2.4040 -3.9743
H -1.2668 -3.1006 -5.7152
H -0.2241 -2.3609 -4.4988
H -1.3469 -1.3888 -5.4734
H -1.6351 -4.5516 -3.6314
H -2.9318 -4.0213 -2.5224
H -1.2865 -3.5691 -2.2796
H -4.2351 -1.8415 -1.9272
H -4.0616 -0.1239 -0.2544
H -0.5090 -0.5650 -3.4490
H 1.1601 0.3723 -2.8395
H 3.1943 3.3380 -0.5041
H 1.1418 3.3779 0.9399
H 4.9885 1.4958 -0.9405
H 5.0579 3.1800 -1.4384
H 5.8566 1.9866 -2.4826
H 4.0523 -0.2916 -2.5743
H 4.8110 0.5060 -3.9742
H 3.1131 0.2545 -3.9792
H 3.1697 3.9007 -3.2642
H 2.6619 2.5778 -4.4268
H 4.3694 3.1295 -4.2287
S -0.9123 5.1784 -0.6464
C -1.1457 4.3441 -2.1436
N -1.3185 3.6256 -3.0444
C -0.1623 -4.8238 2.0028
C -0.1488 -3.9083 3.1617
C -1.1806 -3.0211 3.3897
C -1.0463 -2.1351 4.4492
C 0.1078 -2.0509 5.2167
N 0.2644 -1.0679 6.1946
C 0.0358 0.2772 6.1351
O 0.0080 1.0150 7.0747
N 0.0281 0.7413 4.8440
C -0.4229 1.9839 4.3885
C -0.6870 3.0989 5.1599
C -0.9592 4.3078 4.5394
C -1.2797 4.3876 3.2249
N -1.1558 3.2524 2.4801
C -0.6770 2.1310 3.0283
C 1.0705 -3.0095 5.0810
C 0.9541 -3.9178 4.0056
H 0.1063 -5.8255 2.3282
H 0.5797 -4.4312 1.2224
H -1.1029 -4.9324 1.5512
H -2.1114 -3.1255 2.8251
H -1.9260 -1.5522 4.7051
H 0.5895 -1.4504 7.0718
H 0.0234 0.0170 4.1245
H -0.6117 3.0142 6.2424
H -1.1197 5.2216 5.0629
H -1.5738 5.3559 2.7827
H -0.5544 1.2969 2.3648
H 1.9752 -3.0184 5.6220
H 1.7398 -4.6719 3.8010
*
```

# 6
The following is a DFT calculation (ωB97M-V/def2-TZVPD) of a molecular structure, C32H37N9O4S3Sn in a non-equilibrium geometry.

The calculation puts the energy above the lowest of the compared OMol25 structures with the same formula, charge and spin at 0.0 kcal per mole.

The geometry in ORCA input format:
```
! wB97M-V def2-TZVPD RIJCOSX def2/J DEFGRID3
* xyz -2 1
Sn 0.9335 -0.7450 -1.1094
O 1.1805 -5.0245 -2.6139
C 1.2948 -3.7901 -2.3167
N 0.4458 -3.0539 -1.6126
C -0.8021 -3.6607 -1.1644
C -1.0614 -3.4815 0.2961
C -1.5995 -4.5142 1.0783
C -1.5936 -4.3763 2.4416
C -1.1174 -3.2415 3.0135
C -0.6843 -2.2518 2.1713
N -0.6960 -2.3447 0.8591
C 2.4161 -2.9859 -2.9154
C 3.3032 -3.6393 -3.7990
C 4.2395 -2.8344 -4.4635
C 4.3385 -1.4847 -4.1708
C 3.4636 -0.9963 -3.2032
N 2.5424 -1.7274 -2.5885
H -0.7367 -4.7420 -1.3681
H -1.6563 -3.2146 -1.7549
H -1.9064 -5.4335 0.5935
H -1.9506 -5.1997 3.0675
H -0.9854 -3.1845 4.0999
H -0.2296 -1.3859 2.5734
H 3.2047 -4.7006 -4.0272
H 5.0021 -3.3385 -5.0446
H 5.0647 -0.8888 -4.6347
H 3.5747 0.0664 -2.8487
C 4.8695 -1.1529 1.8572
C 3.8705 -0.5409 0.8859
S 2.4161 -1.5155 0.8376
C 4.0694 0.6397 0.2320
C 5.3593 1.4690 0.3141
S 2.9199 1.3167 -0.9616
H 4.9579 -2.2112 1.7568
H 4.5043 -0.9714 2.9072
H 5.8762 -0.7024 1.7301
H 6.1732 1.0330 0.8782
H 5.2091 2.4174 0.8415
H 5.6968 1.7510 -0.6965
N -0.6049 5.3921 -0.3437
C -1.6646 4.4811 -0.5855
C -2.9014 4.9359 -1.0176
C -3.8773 3.9889 -1.3885
C -3.6527 2.6499 -1.2219
C -2.4779 2.2324 -0.6408
C -1.4925 3.1472 -0.2908
S -4.9133 1.4313 -1.6059
O -5.5216 1.0182 -0.3395
O -5.8039 2.0979 -2.5309
N -4.1673 0.1314 -2.0958
C -3.1789 0.1186 -3.0173
N -2.6274 -1.1141 -3.2349
C -1.5518 -1.2010 -4.0090
C -1.0154 -0.1012 -4.6892
C -1.6510 1.1056 -4.4400
N -2.6873 1.2150 -3.6115
H -0.6491 6.1765 -1.0209
H 0.2916 4.9319 -0.3023
H -3.0537 6.0167 -1.0080
H -4.8446 4.2756 -1.7557
H -2.2355 1.2236 -0.4210
H -0.5113 2.8358 0.0754
H -1.1016 -2.1846 -4.1033
H -0.1699 -0.1629 -5.3921
H -1.2825 2.0089 -4.8717
C 1.5943 1.6909 2.6514
N 0.3409 1.3039 3.2476
C 0.0713 1.8014 4.5914
C -1.0098 1.0022 5.2384
C -2.2460 1.0994 4.3886
N -1.9506 0.7741 3.0255
C -3.0858 0.3141 2.1884
C -0.7204 0.9372 2.4243
O -0.5085 0.6800 1.2457
H 2.3939 1.2281 3.2744
H 1.7223 2.7887 2.6570
H 1.6570 1.3687 1.6186
H -0.2124 2.8859 4.5350
H 1.0454 1.7938 5.1241
H -1.2329 1.3192 6.2758
H -0.6614 -0.0285 5.1882
H -2.7191 2.0623 4.4466
H -2.9891 0.3614 4.7210
H -3.6031 -0.5121 2.6668
H -2.6752 -0.0105 1.2279
H -3.7723 1.1304 1.9849
*
```